# 1
DFT (ωB97M-V/def2-TZVPD) results for C17H36N6PdS2SbSe4 as an isolated structure.

Computed properties:
HOMO level = -4.4 eV
orbital gap = 6.34 eV
relative energy (zero: lowest compared OMol25 entry of this formula, charge and spin) = 9.0 kJ/mol
M = 932.671 Da
net charge = -1

Atoms and positions in Å:
Pd 0.680 0.827 -0.200
Se 6.061 0.489 -1.605
Sb 4.128 1.692 -0.845
Se 0.372 -0.989 -1.797
Se 0.411 1.172 -2.595
Se 4.425 4.049 -1.219
C -1.321 -3.385 0.681
C -2.681 -2.916 0.174
C -3.486 -2.133 1.210
C -2.799 -0.856 1.692
N -2.469 0.042 0.604
C -3.280 0.999 0.106
S -4.770 1.392 0.801
N -2.772 1.650 -0.954
C -3.474 2.652 -1.729
C -4.463 2.081 -2.741
C -3.850 1.193 -3.828
C -3.542 -0.239 -3.394
H -0.801 -3.970 -0.081
H -1.426 -4.009 1.574
H -0.679 -2.541 0.945
H -3.269 -3.780 -0.147
H -2.536 -2.297 -0.716
H -3.679 -2.765 2.084
H -4.457 -1.856 0.792
H -1.866 -1.088 2.211
H -3.449 -0.322 2.383
H -1.611 -0.147 0.093
H -1.864 1.365 -1.311
H -2.706 3.230 -2.249
H -3.996 3.317 -1.040
H -4.961 2.934 -3.213
H -5.235 1.529 -2.197
H -2.937 1.661 -4.211
H -4.550 1.156 -4.668
H -2.704 -0.295 -2.701
H -3.281 -0.856 -4.257
H -4.412 -0.690 -2.908
C 4.067 -3.595 -0.292
C 3.739 -2.119 -0.169
N 2.577 -1.874 0.696
C 2.489 -0.987 1.688
S 1.016 -0.137 1.978
N 3.515 -0.735 2.504
C 4.716 -1.528 2.742
C 5.991 -0.772 2.405
H 4.900 -3.724 -0.983
H 3.212 -4.149 -0.682
H 4.341 -4.035 0.670
H 3.489 -1.706 -1.148
H 4.588 -1.538 0.175
H 1.702 -1.932 0.190
H 3.340 0.035 3.132
H 4.635 -2.449 2.172
H 4.713 -1.813 3.799
H 6.032 -0.494 1.350
H 6.862 -1.387 2.637
H 6.059 0.145 2.994
N 0.571 4.907 0.962
C -0.570 4.484 1.605
C -0.655 3.151 1.359
N 0.418 2.768 0.583
C 1.135 3.845 0.355
H 0.940 5.840 0.935
H -1.208 5.150 2.156
H -1.410 2.448 1.669
H 2.048 3.906 -0.227

Cartesian forces (eV/Å) of the 3 atoms listed first:
Pd -0.123 0.011 -0.045
Se -0.017 0.002 0.034
Sb 0.081 -0.040 0.018



# 2
DFT (ωB97M-V/def2-TZVPD) results for one molecule with the formula C23H24N4O6 in a non-equilibrium geometry.

Computed properties:
HOMO level = -7.9 eV
orbital gap = 7.58 eV
relative energy (zero: lowest compared OMol25 entry of this formula, charge and spin) = 0.0 kJ/mol
M = 452.467 Da
SMILES string = CCOc1cc(/C=C2/NC(=O)N(CC(=O)Nc3cccc(C)c3)C2=O)ccc1OCC(N)=O

Atoms and positions in Å:
C -1.686 2.742 -0.799
C -2.606 1.990 -1.754
O -3.743 1.444 -1.106
C -3.607 0.321 -0.351
C -2.459 -0.433 -0.228
C -2.432 -1.590 0.563
C -1.267 -2.417 0.728
C -0.018 -2.363 0.209
N 0.935 -3.325 0.545
C 2.136 -3.110 -0.064
O 3.144 -3.763 0.020
N 1.944 -1.989 -0.866
C 3.030 -1.323 -1.527
C 3.788 -0.452 -0.505
O 3.364 -0.274 0.611
N 4.931 0.060 -1.024
C 5.892 0.877 -0.408
C 6.990 1.267 -1.170
C 7.966 2.069 -0.610
C 7.857 2.485 0.704
C 6.764 2.103 1.475
C 6.656 2.539 2.904
C 5.785 1.298 0.911
C 0.681 -1.459 -0.731
O 0.302 -0.475 -1.329
C -3.599 -1.964 1.234
C -4.758 -1.220 1.117
C -4.782 -0.080 0.330
O -5.860 0.725 0.138
C -7.085 0.400 0.749
C -8.151 1.429 0.351
N -7.705 2.383 -0.480
O -9.284 1.355 0.766
H -0.897 3.227 -1.366
H -1.232 2.064 -0.083
H -2.250 3.498 -0.257
H -3.029 2.682 -2.488
H -2.051 1.211 -2.288
H -1.561 -0.146 -0.743
H -1.429 -3.253 1.403
H 0.782 -4.066 1.208
H 3.697 -2.078 -1.951
H 2.610 -0.689 -2.313
H 5.150 -0.184 -1.980
H 7.077 0.941 -2.198
H 8.816 2.369 -1.204
H 8.623 3.111 1.137
H 6.910 3.592 3.005
H 7.351 1.968 3.520
H 5.651 2.378 3.283
H 4.933 0.993 1.497
H -3.604 -2.847 1.855
H -5.643 -1.536 1.646
H -7.441 -0.590 0.435
H -7.004 0.406 1.844
H -8.336 3.100 -0.795
H -6.745 2.377 -0.783

Cartesian forces (eV/Å) of the 3 atoms listed first:
C -0.308 -0.266 -0.115
C 0.392 0.274 -0.094
O -0.220 -0.230 0.237



# 3
DFT (ωB97M-V/def2-TZVPD) results for a 6-piece molecular cluster, C23H49IO17P2S overall in a non-equilibrium geometry.

Computed properties:
HOMO level = -8.7 eV
orbital gap = 8.80 eV
M = 818.547 Da
SMILES string = C[C@H](I)CPP(O)(O)=S.CCOC(=O)OC.CCOC(=O)OC.CCOC(=O)OC.CCOC(=O)OC.CCOC(=O)OC

Atoms and positions in Å:
C 6.890 1.850 0.414
C 6.824 0.775 -0.639
I 6.444 1.615 -2.592
C 5.924 -0.435 -0.317
P 4.346 -0.261 0.629
P 2.965 0.739 -0.717
O 1.546 0.733 0.029
O 3.320 2.314 -0.875
S 2.916 -0.152 -2.425
H 7.528 1.497 1.217
H 7.379 2.730 0.023
H 5.924 2.166 0.781
H 7.820 0.377 -0.740
H 6.513 -1.106 0.293
H 5.640 -0.920 -1.238
H 4.596 0.635 1.689
H 0.955 1.217 -0.582
H 3.584 2.645 0.001
C -3.645 5.199 1.906
C -2.697 6.180 1.249
O -1.346 6.007 1.709
C -0.687 4.986 1.170
O -1.104 4.229 0.332
O 0.532 4.943 1.714
C 1.321 3.847 1.251
H -3.566 5.265 2.991
H -4.672 5.413 1.613
H -3.411 4.176 1.615
H -2.961 7.200 1.521
H -2.730 6.104 0.163
H 1.369 3.833 0.166
H 0.915 2.907 1.621
H 2.321 3.990 1.655
C -0.665 -1.381 0.533
C -1.804 -1.760 1.455
O -3.018 -2.023 0.733
C -3.087 -3.214 0.139
O -2.251 -4.078 0.177
O -4.256 -3.286 -0.499
C -4.451 -4.495 -1.238
H -0.957 -0.547 -0.106
H 0.210 -1.094 1.109
H -0.391 -2.212 -0.116
H -2.043 -0.929 2.116
H -1.549 -2.618 2.075
H -4.290 -5.368 -0.611
H -3.782 -4.525 -2.096
H -5.479 -4.485 -1.586
C -6.173 -1.427 1.936
C -6.773 -0.062 2.190
O -7.351 0.500 1.001
C -8.547 0.024 0.665
O -9.186 -0.794 1.274
O -8.928 0.624 -0.465
C -10.180 0.169 -0.980
H -5.461 -1.387 1.113
H -5.658 -1.787 2.827
H -6.944 -2.150 1.670
H -5.997 0.641 2.487
H -7.518 -0.090 2.984
H -10.959 0.228 -0.223
H -10.091 -0.854 -1.342
H -10.428 0.826 -1.808
C 10.609 7.955 1.112
C 9.483 7.120 0.543
O 9.510 5.774 1.047
C 9.027 5.613 2.276
O 8.554 6.470 2.975
O 9.147 4.323 2.599
C 8.722 4.010 3.928
H 11.569 7.468 0.937
H 10.623 8.939 0.642
H 10.492 8.089 2.186
H 9.593 7.021 -0.535
H 8.511 7.568 0.740
H 7.714 4.373 4.113
H 9.410 4.435 4.655
H 8.738 2.926 4.007
C -4.562 -9.241 -6.311
C -5.232 -9.353 -4.958
O -4.330 -9.845 -3.955
C -3.468 -8.951 -3.472
O -3.402 -7.789 -3.779
O -2.688 -9.565 -2.584
C -1.670 -8.733 -2.018
H -4.114 -10.194 -6.592
H -5.291 -8.958 -7.070
H -3.773 -8.492 -6.295
H -6.039 -10.081 -4.995
H -5.654 -8.400 -4.640
H -2.092 -7.822 -1.602
H -0.923 -8.487 -2.771
H -1.207 -9.312 -1.225

Cartesian forces (eV/Å) of the 3 atoms listed first:
C 0.365 0.256 -0.261
C -0.259 -0.158 -0.044
I -0.005 -0.040 0.138



# 4
DFT (ωB97M-V/def2-TZVPD) results for a 6-piece molecular cluster, C22H54FNO17S5 overall.

Computed properties:
HOMO level = -9.6 eV
orbital gap = 10.01 eV
M = 783.997 Da
SMILES string = CCCN(C(=O)O)[C@H](F)CC.CCOS(C)(=O)=O.CCOS(C)(=O)=O.CCOS(C)(=O)=O.CCOS(C)(=O)=O.CCOS(C)(=O)=O

Atoms and positions in Å:
C 5.433 -0.447 0.830
C 3.922 -0.680 1.051
C 3.716 -1.895 1.954
N 2.414 -2.552 1.952
C 2.079 -3.249 0.801
O 2.433 -2.988 -0.327
O 1.320 -4.345 1.082
C 1.348 -1.900 2.678
F 0.484 -2.863 3.192
C 0.529 -0.889 1.882
C -0.739 -1.458 1.216
H 5.772 -0.934 -0.083
H 6.000 -0.906 1.641
H 5.683 0.606 0.782
H 3.454 -0.812 0.082
H 3.518 0.229 1.494
H 3.911 -1.579 2.978
H 4.477 -2.637 1.716
H 0.685 -4.415 0.362
H 1.795 -1.414 3.544
H 1.141 -0.353 1.162
H 0.191 -0.136 2.594
H -0.812 -1.078 0.199
H -1.633 -1.139 1.741
H -0.735 -2.541 1.147
C -1.513 3.773 5.698
C -1.376 2.954 6.965
O -2.043 1.673 6.880
S -1.332 0.524 6.047
C -2.313 -0.819 6.622
O 0.012 0.376 6.514
O -1.584 0.720 4.651
H -0.970 3.317 4.871
H -1.117 4.775 5.857
H -2.555 3.856 5.403
H -0.330 2.798 7.235
H -1.858 3.460 7.799
H -2.140 -0.949 7.686
H -1.995 -1.701 6.070
H -3.357 -0.601 6.415
C 5.521 -1.766 -6.916
C 5.063 -1.060 -5.656
O 4.500 -1.969 -4.683
S 5.510 -2.858 -3.833
C 4.369 -3.390 -2.607
O 6.491 -1.995 -3.245
O 5.931 -3.977 -4.620
H 6.374 -2.415 -6.722
H 5.810 -1.029 -7.665
H 4.719 -2.385 -7.320
H 5.873 -0.492 -5.198
H 4.262 -0.361 -5.891
H 4.032 -2.531 -2.041
H 4.897 -4.088 -1.961
H 3.536 -3.887 -3.095
C -5.188 -5.839 -1.104
C -4.601 -6.926 -0.227
O -3.287 -6.591 0.270
S -3.198 -5.555 1.475
C -1.518 -5.850 1.901
O -4.059 -6.003 2.526
O -3.327 -4.226 0.964
H -5.407 -4.939 -0.531
H -6.115 -6.191 -1.556
H -4.490 -5.567 -1.895
H -5.255 -7.161 0.614
H -4.456 -7.840 -0.799
H -1.415 -6.871 2.254
H -1.252 -5.143 2.684
H -0.910 -5.681 1.022
C 2.433 3.003 -10.373
C 1.091 3.087 -9.675
O 0.784 1.897 -8.915
S 1.513 1.710 -7.515
C 0.497 0.411 -6.903
O 1.319 2.892 -6.735
O 2.835 1.210 -7.734
H 3.254 2.998 -9.658
H 2.559 3.862 -11.033
H 2.501 2.091 -10.964
H 1.031 3.958 -9.021
H 0.286 3.165 -10.404
H -0.512 0.789 -6.768
H 0.921 0.101 -5.950
H 0.520 -0.412 -7.611
C -4.800 9.509 3.649
C -4.735 8.642 4.890
O -5.452 7.397 4.737
S -4.757 6.249 3.884
C -5.814 4.931 4.375
O -3.440 6.031 4.400
O -4.944 6.510 2.492
H -4.257 9.059 2.819
H -4.360 10.484 3.857
H -5.833 9.648 3.332
H -3.705 8.432 5.180
H -5.220 9.139 5.727
H -5.690 4.759 5.441
H -5.511 4.055 3.807
H -6.839 5.200 4.137

Cartesian forces (eV/Å) of the 3 atoms listed first:
C -0.240 -0.467 0.127
C 0.645 0.407 -0.203
C 0.062 0.423 -0.134



# 5
DFT (ωB97M-V/def2-TZVPD) results for a 3-piece molecular cluster, C5H14NO4 overall in a non-equilibrium geometry.

Computed properties:
HOMO level = -4.9 eV
orbital gap = 8.28 eV
relative energy (zero: lowest compared OMol25 entry of this formula, charge and spin) = 105.6 kJ/mol
M = 152.170 Da
net charge = -1

Atoms and positions in Å:
C -0.741 -0.929 1.729
N 0.046 0.296 1.363
C -0.583 -0.080 -2.333
C 0.159 -0.533 -1.066
C 0.174 0.654 -0.038
C 1.489 1.413 -0.228
O 1.444 2.426 -0.951
O 2.497 0.988 0.411
H -0.079 -1.780 1.598
H -0.907 -0.849 2.807
H -1.713 -0.866 1.251
H 0.942 0.151 1.799
H -0.114 0.866 -2.641
H -0.503 -0.765 -3.174
H -1.646 0.114 -2.176
H 1.159 -0.898 -1.306
H -0.391 -1.412 -0.708
H -0.656 1.263 -0.397
H -2.206 1.479 0.123
H -3.182 0.756 0.951
O -3.160 1.398 0.264
H 2.034 -1.668 0.802
H 2.990 -0.512 0.865
O 2.947 -1.510 1.055

Cartesian forces (eV/Å) of the 3 atoms listed first:
C 1.174 2.106 0.538
N -1.281 -0.743 0.668
C 0.753 0.697 -0.215